Entry 1:
DFT (ωB97M-V/def2-TZVPD) results for C5H7NS in the gas phase at a distorted geometry.

Its structure (SMILES) is S=C1CCN2C[C@H]12. The value obtained for the LUMO energy is -0.267 eV. For the energy above the lowest of the compared OMol25 structures with the same formula, charge and spin, the calculation gives 78.7 kcal/mol. The calculation puts the total energy at -647.5317 a.u.

ORCA input file:
```
! RIJCOSX wB97M-V def2-TZVPD def2/J DEFGRID3
* xyz 0 1
S 2.253 -0.163 -0.069
C 0.620 0.017 -0.080
C -0.078 1.259 0.602
C -1.421 1.184 -0.387
N -1.731 -0.256 -0.446
C -1.535 -1.117 0.584
C -0.475 -0.935 -0.348
H 0.572 2.222 0.570
H -0.179 0.896 1.773
H -1.110 1.666 -1.446
H -2.417 1.698 -0.257
H -1.347 -0.644 1.626
H -1.989 -2.102 0.711
H -0.138 -1.784 -0.969
*
```

Entry 2:
DFT (ωB97M-V/def2-TZVPD) results for C6H11N in the gas phase at a distorted geometry.

The value obtained for the LUMO energy is 0.953 eV. For the energy above the lowest of the compared OMol25 structures with the same formula, charge and spin, the calculation gives 54.0 kcal/mol. The calculation puts the total energy at -289.8856 a.u.

ORCA input file:
```
! RIJCOSX wB97M-V def2-TZVPD def2/J DEFGRID3
* xyz 0 1
C -1.882 0.470 -0.528
C -1.360 -0.871 -0.100
C 0.151 -0.894 -0.346
C 0.916 0.012 0.619
C 2.410 0.087 0.251
C 0.306 1.418 0.768
N -0.893 1.525 0.211
H -1.523 2.301 0.176
H -1.871 0.604 -1.631
H -2.948 0.622 -0.227
H -1.573 -0.975 0.973
H -1.844 -1.706 -0.611
H 0.522 -1.919 -0.267
H 0.349 -0.552 -1.373
H 0.866 -0.433 1.630
H 2.853 -0.918 0.207
H 2.547 0.550 -0.733
H 2.973 0.678 0.981
*
```

Gap between HOMO and LUMO (computed, eV): 8.3 8.7
HOMO energy (computed, eV): -8.55 -7.70